Record 1
Molecular formula: C28H42CrO16
Method: DFT, ωB97M-V/def2-TZVPD

The expectation value of S² is 3.861. The HOMO-LUMO gap (spin up / spin down) is 7.13 / 8.93 eV. Its charge is +1. The relative energy (zero: lowest compared OMol25 entry of this formula, charge and spin) is 128.6 kJ/mol. The calculation puts the total energy at -3340.31180 Eh. The HOMO energy (spin up / spin down) comes out at -11.84 / -11.84 eV. Its LUMO energy (spin up / spin down) is -4.72 / -2.91 eV. Its multiplicity is 4.

```
87
Properties=species:S:1:pos:R:3:mulliken_charge:R:1
Cr 0.395 1.961 1.201 0.477
C -0.058 -1.218 -1.239 -1.278
C -0.008 0.038 -0.422 1.720
O -0.722 0.241 0.584 -0.713
O 0.757 1.001 -0.701 -0.688
H 0.281 -2.056 -0.627 0.291
H 0.683 -1.140 -2.035 0.480
H -1.049 -1.432 -1.633 0.370
C 4.139 2.282 2.778 -1.212
C 2.787 2.108 2.208 1.109
O 1.940 3.052 2.351 -0.744
O 2.267 1.077 1.749 -0.629
H 4.361 3.297 3.085 0.349
H 4.936 1.913 2.131 0.371
H 4.128 1.605 3.640 0.310
O 5.258 -0.838 0.733 -0.567
C 4.872 -1.790 0.121 0.473
O 5.457 -2.187 -1.016 -0.344
C 5.079 -3.485 -1.405 -0.228
C 4.345 -4.063 -0.186 -0.637
C 3.738 -2.773 0.460 -0.081
H 5.909 -4.171 -1.575 0.265
H 4.432 -3.484 -2.284 0.203
H 5.022 -4.548 0.513 0.388
H 3.533 -4.713 -0.508 0.221
H 3.622 -2.942 1.524 0.416
H 2.831 -2.579 -0.107 -0.119
O -4.060 -4.291 2.447 -0.608
C -3.789 -3.154 2.152 0.436
O -3.503 -2.200 3.017 -0.318
C -3.505 -0.878 2.436 -0.061
C -3.836 -1.133 0.950 0.844
C -3.558 -2.630 0.778 -0.489
H -2.602 -0.308 2.651 -0.261
H -4.251 -0.330 3.019 0.235
H -3.177 -0.562 0.296 -0.731
H -4.880 -0.912 0.736 0.400
H -2.563 -2.893 0.409 0.150
H -4.172 -3.129 0.026 0.398
O 0.930 3.619 -0.044 -0.114
C 0.909 4.267 -1.063 0.478
O 1.998 4.473 -1.765 -0.324
C 1.781 5.319 -2.912 -0.481
C 0.232 5.390 -3.081 -0.612
C -0.282 4.939 -1.732 0.650
H 2.179 4.718 -3.721 0.343
H 2.196 6.323 -2.892 0.278
H 0.044 4.564 -3.769 0.258
H -0.139 6.328 -3.475 0.384
H -1.069 4.188 -1.714 -0.672
H -0.619 5.739 -1.068 0.397
O 3.305 -3.931 -4.720 -0.573
C 2.349 -4.438 -4.208 0.480
O 1.157 -3.802 -4.293 -0.381
C 0.133 -4.418 -3.524 0.312
C 0.815 -5.548 -2.766 -0.675
C 2.226 -5.710 -3.385 -0.340
H -0.708 -4.869 -4.051 0.288
H -0.131 -3.564 -2.894 -0.272
H 0.250 -6.474 -2.868 0.357
H 0.790 -5.370 -1.687 0.261
H 2.159 -6.552 -4.082 0.280
H 3.073 -5.995 -2.768 0.317
O -0.293 1.245 3.097 0.184
C -0.549 1.335 4.285 0.247
O -1.528 0.660 4.820 -0.260
C -1.740 1.052 6.211 -0.446
C -0.754 2.190 6.435 -0.710
C 0.285 2.058 5.310 -0.211
H -1.443 0.161 6.764 0.308
H -2.778 1.288 6.421 0.326
H -0.344 2.059 7.440 0.325
H -1.201 3.177 6.554 0.327
H 1.087 1.387 5.615 0.270
H 0.622 3.003 4.896 0.290
O -2.013 2.386 -0.769 -0.775
C -3.001 2.467 -1.455 0.341
O -3.661 3.610 -1.635 -0.422
C -4.733 3.506 -2.551 -0.408
C -4.954 2.011 -2.695 -0.700
C -3.647 1.344 -2.293 -0.168
H -4.534 4.006 -3.500 0.286
H -5.645 3.911 -2.110 0.290
H -5.340 1.797 -3.694 0.359
H -5.770 1.734 -2.026 0.291
H -2.891 1.298 -3.085 0.234
H -3.791 0.386 -1.811 0.182
```

---

Record 2
Molecular formula: C39H63AsN6OPS3Si3Ti
Method: DFT, ωB97M-V/def2-TZVPD

The expectation value of S² is 2.008. The HOMO-LUMO gap (spin up / spin down) is 6.08 / 5.56 eV. Its charge is -1. The relative energy (zero: lowest compared OMol25 entry of this formula, charge and spin) is 0.0 kJ/mol. The calculation puts the total energy at -7417.42085 Eh. The HOMO energy (spin up / spin down) comes out at -3.67 / -4.54 eV. Its LUMO energy (spin up / spin down) is 2.41 / 1.01 eV. Its multiplicity is 3.

```
118
Properties=species:S:1:pos:R:3:mulliken_charge:R:1
Ti -0.407 0.520 1.024 -0.012
C -0.481 -2.218 -2.907 -1.102
C -0.289 -2.320 -1.423 0.082
N 0.918 -2.115 -0.951 0.309
N 1.193 -2.607 0.270 -0.207
C 1.864 -1.909 1.157 0.372
S 1.897 -0.065 1.309 -0.814
S 2.605 -2.830 2.459 -0.073
C 2.397 -4.606 1.964 -1.211
C 3.071 -5.092 0.679 0.568
C 4.474 -5.168 0.561 -0.246
C 5.074 -5.420 -0.681 -0.575
C 4.269 -5.584 -1.802 -0.388
C 2.874 -5.574 -1.694 -0.488
C 2.285 -5.345 -0.467 -0.085
C -1.365 -2.810 -0.539 1.127
C -2.149 -3.870 -0.983 -0.963
C -2.987 -4.598 -0.132 -0.811
C -2.963 -4.352 1.223 -1.039
C -2.265 -3.209 1.663 -0.501
C -1.498 -2.369 0.820 0.389
O -1.144 -1.158 1.302 0.491
H -0.520 -1.177 -3.232 -0.191
H -1.384 -2.742 -3.193 0.500
H 0.343 -2.716 -3.404 0.304
H 1.326 -4.813 1.913 0.330
H 2.824 -5.113 2.824 0.537
H 5.107 -5.052 1.460 0.330
H 6.166 -5.480 -0.752 0.358
H 4.694 -5.713 -2.792 0.388
H 2.247 -5.852 -2.564 0.341
H 1.189 -5.289 -0.386 0.160
H -2.126 -4.213 -2.044 0.172
H -3.582 -5.387 -0.568 0.392
H -3.449 -4.980 1.962 0.412
H -2.281 -2.966 2.733 0.255
C -0.231 -0.789 4.351 -0.880
Si -1.708 0.402 4.053 0.607
C -3.252 -0.742 3.930 -0.828
C -2.134 1.322 5.674 -1.216
C -1.515 1.561 2.549 1.797
Si -3.255 1.948 1.760 0.090
C -4.485 2.391 3.155 -1.116
C -3.261 3.454 0.582 -1.039
C -4.131 0.581 0.781 -0.475
Si -0.509 3.048 3.152 -0.642
C -1.623 4.447 3.859 -1.351
C 1.050 2.593 4.207 -1.171
C 0.224 3.863 1.624 0.173
C 0.373 5.259 1.533 -0.510
C 0.858 5.902 0.379 -0.683
C 1.218 5.007 -0.641 -0.880
C 0.999 3.633 -0.467 -0.380
N 0.569 2.990 0.643 0.431
H -0.428 -1.173 5.362 0.489
H 0.755 -0.325 4.376 0.293
H -0.197 -1.652 3.688 -0.029
H -3.083 -1.454 4.765 0.327
H -3.341 -1.348 3.029 -0.142
H -4.215 -0.227 4.077 0.310
H -2.121 0.573 6.461 0.476
H -3.100 1.800 5.670 0.318
H -1.395 2.079 5.991 0.260
H -4.143 3.259 3.728 0.246
H -4.795 1.600 3.833 0.354
H -5.408 2.685 2.654 0.409
H -3.122 4.424 1.052 0.438
H -4.285 3.493 0.224 0.439
H -2.626 3.367 -0.291 0.076
H -4.938 1.076 0.248 0.422
H -4.622 -0.128 1.449 0.339
H -3.529 0.054 0.041 -0.229
H -2.204 4.098 4.723 0.338
H -2.302 4.850 3.113 0.344
H -0.971 5.216 4.245 0.510
H 0.768 1.979 5.074 0.266
H 1.447 3.537 4.610 0.424
H 1.795 2.057 3.645 0.293
H 0.042 5.845 2.394 0.273
H 0.972 6.987 0.284 0.436
H 1.564 5.353 -1.610 0.416
H 1.197 2.985 -1.339 0.404
C 4.715 1.796 -3.799 -0.837
N 3.831 0.808 -4.449 0.074
C 4.529 -0.480 -4.517 -1.001
N 5.093 -0.970 -3.239 0.109
C 5.956 0.059 -2.640 -0.908
N 5.310 1.386 -2.499 0.016
C 4.294 1.269 -1.481 -1.146
P 2.929 0.050 -1.835 1.414
C 2.652 0.600 -3.626 -1.413
C 4.063 -1.419 -2.307 -1.028
H 4.115 2.730 -3.616 0.391
H 5.515 2.015 -4.483 0.276
H 5.385 -0.401 -5.196 0.286
H 3.795 -1.198 -4.882 0.455
H 6.839 0.196 -3.266 0.280
H 6.275 -0.264 -1.632 0.426
H 3.888 2.269 -1.304 0.313
H 4.774 0.943 -0.543 0.434
H 2.023 1.505 -3.627 0.428
H 2.028 -0.156 -4.131 0.407
H 3.455 -2.191 -2.795 0.231
H 4.489 -1.846 -1.398 0.440
C -3.218 3.009 -3.154 -1.103
As -3.522 1.017 -2.875 0.773
C -2.774 0.316 -4.568 -1.146
C -5.439 0.944 -3.452 -1.289
S -1.026 0.897 -1.114 -0.440
H -3.369 3.273 -4.197 0.461
H -2.204 3.303 -2.856 0.186
H -3.925 3.539 -2.525 0.337
H -3.370 0.652 -5.411 0.432
H -2.760 -0.781 -4.578 0.264
H -1.741 0.672 -4.712 0.261
H -5.584 1.566 -4.317 0.399
H -6.139 1.269 -2.669 0.299
H -5.712 -0.064 -3.741 0.382
```

---

Record 3
Molecular formula: C21H38HgNPSe
Method: DFT, ωB97M-V/def2-TZVPD

The expectation value of S² is 0.773. The HOMO-LUMO gap (spin up / spin down) is 6.74 / 4.43 eV. Its charge is -1. The relative energy (zero: lowest compared OMol25 entry of this formula, charge and spin) is 14.1 kJ/mol. The calculation puts the total energy at -3773.92328 Eh. The HOMO energy (spin up / spin down) comes out at -3.90 / -3.34 eV. Its LUMO energy (spin up / spin down) is 2.83 / 1.08 eV. Its multiplicity is 2.

```
63
Properties=species:S:1:pos:R:3:mulliken_charge:R:1
Hg 2.061 -0.805 -0.249 0.210
C -1.076 3.511 2.096 -1.963
C -1.815 2.183 2.252 1.930
C -2.804 2.294 3.408 -1.814
C -2.572 1.946 0.943 -1.862
P -0.425 0.820 2.333 0.922
N 0.167 0.686 0.939 -0.759
C 0.876 1.402 3.682 1.947
C 1.727 0.170 3.989 -1.887
C 0.350 1.994 4.987 -1.838
C 1.816 2.370 2.961 -1.833
C -1.243 -0.837 3.020 1.894
C -1.663 -0.958 4.485 -1.824
C -2.474 -1.026 2.135 -1.983
C -0.286 -1.975 2.656 -1.565
H -1.785 4.306 1.849 0.631
H -0.351 3.433 1.289 0.372
H -0.571 3.796 3.014 0.234
H -3.468 3.141 3.216 0.515
H -2.308 2.465 4.358 0.233
H -3.426 1.408 3.499 0.264
H -2.969 2.885 0.554 0.519
H -3.411 1.268 1.069 0.317
H -1.883 1.532 0.206 0.362
H 1.182 -0.574 4.560 0.222
H 2.609 0.457 4.568 0.629
H 2.068 -0.270 3.051 0.297
H -0.334 1.314 5.486 0.241
H -0.166 2.938 4.830 0.276
H 1.184 2.191 5.666 0.490
H 1.887 2.056 1.917 0.400
H 2.816 2.326 3.398 0.486
H 1.483 3.403 2.997 0.330
H -2.320 -0.146 4.787 0.248
H -0.814 -0.982 5.165 0.271
H -2.210 -1.897 4.612 0.495
H -3.276 -0.354 2.420 0.244
H -2.856 -2.045 2.219 0.625
H -2.201 -0.851 1.096 0.388
H 0.512 -2.111 3.384 0.295
H 0.158 -1.764 1.678 0.046
H -0.828 -2.920 2.579 0.526
C 1.956 -2.850 -8.519 -1.423
C 1.683 -2.301 -7.147 0.715
C 1.472 -3.135 -6.059 -0.977
C 1.151 -2.633 -4.810 0.915
C 0.936 -3.548 -3.648 -1.467
C 1.030 -1.247 -4.642 -0.075
Se 0.348 -0.533 -3.020 -0.353
C 1.327 -0.387 -5.708 0.885
C 1.278 1.098 -5.535 -1.582
C 1.637 -0.929 -6.944 -0.758
H 2.048 -3.934 -8.498 0.336
H 2.879 -2.429 -8.919 0.328
H 1.146 -2.597 -9.206 0.299
H 1.529 -4.207 -6.199 0.229
H 1.134 -4.585 -3.916 0.358
H -0.088 -3.451 -3.289 0.349
H 1.589 -3.262 -2.820 0.246
H 1.518 1.355 -4.505 0.416
H 0.270 1.463 -5.734 0.279
H 1.975 1.597 -6.206 0.386
H 1.820 -0.265 -7.781 0.362
```

---

Record 4
Molecular formula: C4H7NO
Method: DFT, ωB97M-V/def2-TZVPD

The HOMO-LUMO gap is 8.96 eV. Its charge is 0. The relative energy (zero: lowest compared OMol25 entry of this formula, charge and spin) is 566.1 kJ/mol. The calculation puts the total energy at -286.41603 Eh. The HOMO energy comes out at -8.42 eV. Its LUMO energy is 0.54 eV.

```
13
Properties=species:S:1:pos:R:3:mulliken_charge:R:1
C -0.648 -0.442 0.851 -0.332
C -1.387 0.411 0.146 -0.199
N -1.396 -1.081 -0.204 -0.474
H -0.322 -0.754 1.831 0.349
H -2.187 1.093 0.404 0.360
H -2.192 -1.569 0.228 0.197
C 1.499 -0.504 -0.047 -1.009
C 1.553 0.844 -0.201 0.240
O 0.713 1.531 -0.949 -0.511
H 2.206 -0.994 0.617 0.335
H 0.940 -1.126 -0.740 0.360
H 2.242 1.453 0.390 0.320
H -0.239 1.116 -0.792 0.365
```